Entry 1:
Formula: C2H3NO2S2
Source: OMol25
Level of theory: ωB97M-V/def2-TZVPD

ORCA input file:
```
! RIJCOSX wB97M-V def2-TZVPD def2/J DEFGRID3
* xyz 0 1
S -0.683 -1.127 -1.568
H -0.174 0.534 1.869
C 0.858 0.763 -0.307
C -0.269 -0.254 -0.227
O 1.621 1.025 0.670
S 1.246 1.151 -1.949
O -0.706 -0.214 2.002
H 0.497 0.031 -2.254
H -1.523 -1.283 0.934
N -0.866 -0.627 0.829
*
```

- Gap between HOMO and LUMO: 7.863 eV
- Relative energy (zero: lowest compared OMol25 entry of this formula, charge and spin): 339.1 kJ/mol
- Highest occupied orbital energy: -8.9 eV
- LUMO: -1.0 eV

For reference, the natural (NBO) charges in units of e are:
1 S -0.13
2 H 0.48
3 C 0.28
4 C -0.03
5 O -0.55
6 S 0.02
7 O -0.48
8 H 0.14
9 H 0.40
10 N -0.15


Entry 2:
Formula: C2H3NO2S2
Source: OMol25
Level of theory: ωB97M-V/def2-TZVPD

ORCA input file:
```
! RIJCOSX wB97M-V def2-TZVPD def2/J DEFGRID3
* xyz 0 1
N 0.158 0.608 -0.974
S 0.820 -1.181 0.908
O 0.403 -1.399 -2.418
H -0.831 0.117 2.036
O 2.260 -0.758 -0.877
H -0.717 1.741 1.207
S 1.242 -0.331 -1.937
C -1.090 0.675 1.045
C -0.145 0.051 0.131
H -2.102 0.477 0.879
*
```

- Gap between HOMO and LUMO (spin up / spin down): 6.633 / 6.609 eV
- SMILES: CC(=S)N=S(=O)=O
- Relative energy (zero: lowest compared OMol25 entry of this formula, charge and spin): 346.0 kJ/mol
- Highest occupied orbital energy (spin up / spin down): -9.8 / -9.8 eV
- LUMO (spin up / spin down): -3.2 / -3.2 eV

For reference, the natural (NBO) charges in units of e are:
1 N -0.65
2 S 0.39
3 O -0.91
4 H 0.21
5 O -0.75
6 H 0.27
7 S 1.75
8 C -0.65
9 C 0.09
10 H 0.25


Entry 3:
Formula: C2H3NO3
Source: OMol25
Level of theory: ωB97M-V/def2-TZVPD

ORCA input file:
```
! RIJCOSX wB97M-V def2-TZVPD def2/J DEFGRID3
* xyz 0 1
C 0.488 -0.239 -1.265
H -1.335 0.367 1.490
C -0.847 -0.464 0.852
H 1.179 1.355 1.318
O 0.575 1.435 0.448
H 0.833 0.375 -2.123
O -0.004 -1.382 -1.532
N 0.276 0.165 0.043
O -1.163 -1.612 0.769
*
```

- Gap between HOMO and LUMO: 10.078 eV
- SMILES: O=CN(O)C=O
- Relative energy (zero: lowest compared OMol25 entry of this formula, charge and spin): 376.2 kJ/mol
- Highest occupied orbital energy: -9.8 eV
- LUMO: 0.2 eV

For reference, the natural (NBO) charges in units of e are:
1 C 0.46
2 H 0.14
3 C 0.52
4 H 0.48
5 O -0.54
6 H 0.18
7 O -0.56
8 N -0.22
9 O -0.46


Entry 4:
Formula: C2H3NO3
Source: OMol25
Level of theory: ωB97M-V/def2-TZVPD

ORCA input file:
```
! RIJCOSX wB97M-V def2-TZVPD def2/J DEFGRID3
* xyz 0 1
C -0.774 0.858 -0.164
O 1.912 -1.381 0.797
H -0.222 1.379 -0.935
O 1.624 -0.025 -0.903
N 1.291 -0.671 0.038
H -1.824 0.512 -0.466
O -0.819 -1.591 0.714
C -0.151 -0.684 0.291
H -1.038 1.603 0.628
*
```

- Gap between HOMO and LUMO: 9.918 eV
- SMILES: CC(=O)[N+](=O)[O-]
- Relative energy (zero: lowest compared OMol25 entry of this formula, charge and spin): 496.5 kJ/mol
- Highest occupied orbital energy: -11.0 eV
- LUMO: -1.1 eV

For reference, the natural (NBO) charges in units of e are:
1 C -0.74
2 O -0.33
3 H 0.25
4 O -0.33
5 N 0.45
6 H 0.24
7 O -0.44
8 C 0.66
9 H 0.25


Entry 5:
Formula: C2H3NO3
Source: OMol25
Level of theory: ωB97M-V/def2-TZVPD

ORCA input file:
```
! RIJCOSX wB97M-V def2-TZVPD def2/J DEFGRID3
* xyz 0 1
N 0.575 -0.184 0.572
C -1.816 -0.580 -0.375
H 0.854 0.107 1.584
C 0.296 0.862 -0.258
O -2.613 0.105 0.043
O 0.130 1.981 0.117
H 0.984 -1.866 -0.464
H 0.106 0.663 -1.298
O 1.485 -1.088 0.079
*
```

- Gap between HOMO and LUMO: 10.495 eV
- Relative energy (zero: lowest compared OMol25 entry of this formula, charge and spin): 359.6 kJ/mol
- Highest occupied orbital energy: -9.9 eV
- LUMO: 0.6 eV

For reference, the natural (NBO) charges in units of e are:
1 N -0.35
2 C 0.47
3 H 0.39
4 C 0.49
5 O -0.49
6 O -0.56
7 H 0.48
8 H 0.13
9 O -0.56


Entry 6:
Formula: C2H3NO3
Source: OMol25
Level of theory: ωB97M-V/def2-TZVPD

ORCA input file:
```
! RIJCOSX wB97M-V def2-TZVPD def2/J DEFGRID3
* xyz 0 1
O -1.300 1.404 0.137
H -0.961 -1.754 0.089
O 2.641 0.568 0.300
C -0.836 -0.697 0.224
O 1.129 -0.923 -0.585
C 1.919 -0.209 -0.153
N -1.522 0.149 -0.417
H -0.908 1.828 -0.649
H -0.162 -0.366 1.054
*
```

- Gap between HOMO and LUMO: 10.263 eV
- SMILES: O=C=O.C=NO
- Relative energy (zero: lowest compared OMol25 entry of this formula, charge and spin): 306.0 kJ/mol
- Highest occupied orbital energy: -9.9 eV
- LUMO: 0.4 eV

For reference, the natural (NBO) charges in units of e are:
1 O -0.59
2 H 0.20
3 O -0.49
4 C -0.08
5 O -0.51
6 C 1.03
7 N -0.18
8 H 0.46
9 H 0.16